The following is a DFT calculation (ωB97M-V/def2-TZVPD) of a cluster of 2 separate species, C6H14O in total at a distorted geometry.

Summary:
- HOMO energy: -0.3117 Ha
- Max |F|: 1.28 eV/A
- LUMO level: 0.62 eV
- Energy above the lowest of the compared OMol25 structures with the same formula, charge and spin: 1.016 eV
- HOMO-LUMO gap: 9.1 eV
- SMILES: CC(C)=C(C)C.O
- E: -312.21771 Eh

Geometry as XYZ:
```
21
Properties=species:S:1:pos:R:3:forces:R:3:mulliken_charge:R:1
C -1.082454 1.473583 0.062319 0.72 -0.02 -0.30 -1.50
C 0.183915 0.738473 0.539653 0.10 0.01 -0.54 0.98
C -0.063315 -0.128380 1.767888 0.54 -0.11 -0.07 -1.49
C 1.358115 0.701761 -0.146581 -1.04 0.02 -0.31 0.71
C 2.532022 -0.182441 0.249913 -0.31 0.21 -0.06 -1.32
C 1.592594 1.417972 -1.511121 -0.27 0.07 1.25 -1.29
H -0.855750 2.493446 -0.291373 -0.19 -0.40 0.08 0.34
H -1.857024 1.536725 0.845044 0.45 -0.04 -0.30 0.40
H -1.483199 0.889057 -0.782866 -0.14 0.36 0.22 0.29
H -1.120857 -0.138924 2.081123 0.50 0.07 -0.21 0.35
H 0.549953 0.230214 2.611633 -0.27 -0.27 -0.14 0.32
H 0.241849 -1.160029 1.524628 -0.18 0.26 0.39 0.34
H 2.384522 -0.764391 1.175212 0.01 0.35 -0.43 0.30
H 3.436528 0.438213 0.365073 -0.20 -0.31 -0.06 0.34
H 2.691203 -0.884607 -0.585697 0.21 0.12 0.33 0.30
H 0.799281 2.153504 -1.726183 0.38 -0.33 0.04 0.27
H 1.651764 0.708009 -2.353183 -0.01 0.14 0.40 0.32
H 2.554866 1.951294 -1.432327 -0.30 -0.12 -0.27 0.35
O -4.395809 -4.109467 -1.058235 -0.34 0.88 0.80 -0.65
H -5.307750 -3.815099 -0.834704 1.00 -0.29 -0.22 0.33
H -3.810452 -3.548914 -0.500217 -0.66 -0.59 -0.59 0.32
```
Forces are in eV/Å.



The following is a DFT calculation (ωB97M-V/def2-TZVPD) of the molecule C21H25N5O5 at a distorted geometry.

Summary:
- HOMO energy: -0.2914 Ha
- Max |F|: 1.09 eV/A
- LUMO level: 0.76 eV
- Energy above the lowest of the compared OMol25 structures with the same formula, charge and spin: 0.132 eV
- HOMO-LUMO gap: 8.7 eV
- SMILES: COc1ccc(CCNC(=O)Cn2nnc(-c3ccc(OC)c(OC)c3)n2)cc1OC
- E: -1465.16483 Eh

Geometry as XYZ:
```
56
Properties=species:S:1:pos:R:3:forces:R:3:mulliken_charge:R:1
C -1.785896 -0.705189 -2.334555 -0.10 0.15 -0.19 -1.20
O -1.193741 -1.392734 -1.262110 0.38 -0.28 0.24 -0.35
C 0.162626 -1.345243 -1.131103 -0.13 -0.18 0.17 0.84
C 1.034115 -0.739214 -2.018880 -0.25 0.01 -0.01 -0.62
C 2.406442 -0.790155 -1.815191 0.13 -0.06 0.16 -0.84
C 2.931510 -1.441204 -0.714556 0.00 -0.05 -0.08 0.33
C 4.418597 -1.547410 -0.490473 0.00 0.21 -0.05 -1.21
C 5.118786 -0.187427 -0.469467 0.18 -0.06 -0.12 -0.86
N 4.411776 0.740225 0.387176 0.19 -0.48 0.16 -0.10
C 4.179951 2.006746 0.016999 -0.29 0.22 0.53 0.80
O 4.653308 2.545271 -0.956761 0.13 0.28 -0.33 -0.66
C 3.250224 2.757246 0.996760 0.86 0.30 -0.37 -0.85
N 2.032893 2.036189 1.181629 -0.92 -0.38 0.33 1.27
N 1.947966 0.901137 1.837066 0.69 0.08 0.36 -0.99
N 0.725857 0.504079 1.754712 -0.50 -0.21 0.11 0.08
C 0.064468 1.428126 1.024886 1.01 0.41 0.06 0.13
C -1.333679 1.368112 0.673037 -0.69 0.17 -0.26 -0.04
C -1.926651 2.417886 -0.013211 0.23 -0.24 0.18 -1.42
C -3.260934 2.339662 -0.375701 -0.29 -0.06 -0.08 -0.33
C -4.008200 1.209938 -0.080203 -0.07 -0.18 0.06 1.10
O -5.314404 1.026427 -0.414777 0.35 -0.24 0.22 -0.42
C -5.985541 2.060490 -1.088949 -0.10 0.20 -0.12 -0.99
C -3.400487 0.132799 0.609067 -0.17 0.12 -0.04 0.83
O -4.193214 -0.947427 0.826666 -0.08 0.39 -0.19 -0.48
C -3.589807 -2.101840 1.366626 0.14 -0.24 0.06 -0.71
C -2.079406 0.233144 0.996739 -0.13 0.14 0.00 -0.45
N 0.891661 2.406604 0.655720 -0.54 0.12 -0.25 -0.96
C 2.056573 -2.017719 0.202614 -0.17 -0.11 -0.03 -0.19
C 0.687421 -1.982352 0.013484 -0.15 -0.01 -0.20 0.67
O -0.226816 -2.535325 0.859537 -0.01 0.19 -0.36 -0.42
C 0.217009 -2.935650 2.134533 0.14 -0.07 0.22 -0.95
H -2.858925 -0.848210 -2.217107 0.03 0.03 -0.05 0.23
H -1.560531 0.365818 -2.296834 0.00 -0.02 0.01 0.42
H -1.467937 -1.114174 -3.299694 0.00 0.03 0.04 0.47
H 0.655811 -0.220841 -2.885200 -0.10 0.03 -0.08 0.45
H 3.059728 -0.316913 -2.532025 0.09 0.07 -0.10 0.37
H 4.599713 -2.056627 0.458457 0.02 -0.08 -0.02 0.34
H 4.868245 -2.150618 -1.282976 0.08 -0.04 0.10 0.40
H 6.148972 -0.307273 -0.113772 -0.06 0.01 -0.17 0.36
H 5.154382 0.262709 -1.464458 0.04 -0.07 0.11 0.45
H 3.896064 0.353262 1.168797 0.02 0.16 -0.12 0.34
H 3.759169 2.868649 1.957988 -0.12 0.02 -0.08 0.30
H 3.008382 3.734568 0.577827 0.03 -0.22 0.09 0.33
H -1.342027 3.289328 -0.261579 0.03 0.10 -0.03 0.47
H -3.707489 3.167159 -0.903640 -0.09 0.04 -0.05 0.41
H -6.011625 2.980136 -0.494900 0.02 -0.04 -0.03 0.38
H -7.002461 1.701186 -1.238882 0.06 0.07 -0.01 0.24
H -5.530045 2.271154 -2.062702 -0.01 0.00 0.05 0.37
H -3.291004 -1.941954 2.408285 0.01 0.00 -0.02 0.32
H -2.719269 -2.406204 0.779017 -0.02 0.01 0.04 0.23
H -4.354633 -2.876161 1.327662 0.07 0.03 0.04 0.33
H -1.586855 -0.566043 1.521259 0.00 -0.19 0.01 0.51
H 2.464687 -2.504087 1.074446 0.02 -0.06 0.12 0.30
H 0.892759 -3.795546 2.076525 -0.03 0.03 0.00 0.35
H -0.679138 -3.227109 2.681121 0.07 0.00 0.01 0.25
H 0.711608 -2.107410 2.651052 -0.02 -0.04 -0.02 0.37
```
Forces are in eV/Å.



The following is a DFT calculation (ωB97M-V/def2-TZVPD) of a structure of composition C2H9NO2Si at a distorted geometry.

Summary:
- HOMO energy: -0.2666 Ha
- Max |F|: 5.13 eV/A
- LUMO level: 0.29 eV
- Energy above the lowest of the compared OMol25 structures with the same formula, charge and spin: 3.293 eV
- HOMO-LUMO gap: 7.5 eV
- E: -576.31794 Eh

Geometry as XYZ:
```
15
Properties=species:S:1:pos:R:3:forces:R:3:mulliken_charge:R:1
C -1.279904 -1.184432 -0.066557 1.57 -3.02 1.68 -0.86
C -1.370122 1.169049 -0.047490 0.99 1.28 -3.12 -0.83
N -0.686033 -0.014732 -0.520778 4.62 1.69 0.07 -0.43
O 2.019506 -1.245400 -0.261184 2.96 -3.53 -0.55 -0.39
O 2.182592 1.419560 -0.204677 0.54 0.95 -0.48 -0.45
Si 1.548437 0.086345 0.413739 -4.61 0.74 -2.13 0.55
H -2.320350 -1.234516 -0.227025 -1.71 0.46 0.19 0.43
H -0.983365 -2.145242 -0.621913 0.35 1.36 0.76 0.20
H -1.015435 -1.322284 1.064614 -1.04 -0.42 -1.39 0.25
H -1.883552 0.933324 0.815150 -1.34 0.09 2.27 0.38
H -0.646139 2.013402 0.081700 -0.65 -0.59 0.17 0.27
H -2.095089 1.548231 -0.850375 0.56 -0.50 1.06 0.25
H 2.854549 -1.829980 -0.244355 -2.22 1.78 0.16 0.36
H 2.229985 1.572756 -1.162388 -0.14 -0.22 0.56 0.35
H 1.444924 0.233924 1.831541 0.13 -0.07 0.76 -0.09
```
Forces are in eV/Å.



Repeat the third record exactly.
The following is a DFT calculation (ωB97M-V/def2-TZVPD) of a structure of composition C2H9NO2Si at a distorted geometry.

Summary:
- HOMO energy: -0.2666 Ha
- Max |F|: 5.13 eV/A
- LUMO level: 0.29 eV
- Energy above the lowest of the compared OMol25 structures with the same formula, charge and spin: 3.293 eV
- HOMO-LUMO gap: 7.5 eV
- E: -576.31794 Eh

Geometry as XYZ:
```
15
Properties=species:S:1:pos:R:3:forces:R:3:mulliken_charge:R:1
C -1.279904 -1.184432 -0.066557 1.57 -3.02 1.68 -0.86
C -1.370122 1.169049 -0.047490 0.99 1.28 -3.12 -0.83
N -0.686033 -0.014732 -0.520778 4.62 1.69 0.07 -0.43
O 2.019506 -1.245400 -0.261184 2.96 -3.53 -0.55 -0.39
O 2.182592 1.419560 -0.204677 0.54 0.95 -0.48 -0.45
Si 1.548437 0.086345 0.413739 -4.61 0.74 -2.13 0.55
H -2.320350 -1.234516 -0.227025 -1.71 0.46 0.19 0.43
H -0.983365 -2.145242 -0.621913 0.35 1.36 0.76 0.20
H -1.015435 -1.322284 1.064614 -1.04 -0.42 -1.39 0.25
H -1.883552 0.933324 0.815150 -1.34 0.09 2.27 0.38
H -0.646139 2.013402 0.081700 -0.65 -0.59 0.17 0.27
H -2.095089 1.548231 -0.850375 0.56 -0.50 1.06 0.25
H 2.854549 -1.829980 -0.244355 -2.22 1.78 0.16 0.36
H 2.229985 1.572756 -1.162388 -0.14 -0.22 0.56 0.35
H 1.444924 0.233924 1.831541 0.13 -0.07 0.76 -0.09
```
Forces are in eV/Å.



Which of these has the lowest E? C21H25N5O5



What is the HOMO energy in the second record? -0.2914 Ha



What is the energy above the lowest of the compared OMol25 structures with the same formula, charge and spin in the second record? 0.132 eV